Entry 1:
A structure of composition C24H38ClNa2O28 at a distorted geometry. Source: the OMol25 dataset; level of theory: ωB97M-V/def2-TZVPD.

Values from the calculation:
**Total charge**: +1
**Strongest force on any atom**: 5.43 eV Å⁻¹
**Energy relative to the best compared isomer or geometry (same formula, charge and spin)**: 890.9 kJ/mol
**HOMO level**: -9.9903 eV
**Electronic energy**: -3828.18196 hartree

Last column: Mulliken charge in e.
Element x y z (Å)
Na (-1.09940, 0.69417, -7.63464)  0.9996
Na (-3.63286, -7.69440, -4.05836)  0.9995
Cl (-0.12534, -2.21427, -1.80709)  1.5573
O (-0.47498, -3.55742, -2.13957)  -0.6433
O (0.50268, -1.50094, -2.94222)  -0.6608
O (-1.36605, -1.52228, -1.46155)  -0.6528
O (0.71143, -2.20354, -0.66562)  -0.6008
C (3.47546, 1.92374, 4.07169)  -0.2769
C (4.33896, 2.14136, 2.81995)  -0.3211
O (5.04053, 3.32755, 3.10766)  -0.2942
C (4.31565, 4.05578, 3.90660)  0.7180
O (4.58086, 5.24546, 4.24398)  -0.5878
O (3.25473, 3.30289, 4.36779)  -0.3316
H (3.88980, 1.37110, 4.91491)  0.2413
H (2.57818, 1.32527, 3.91409)  0.2979
H (3.82984, 2.22936, 1.86018)  0.2841
H (5.02053, 1.29079, 2.80977)  0.2705
C (3.72586, -4.84116, 5.56564)  -0.2432
C (5.09695, -4.68401, 4.95035)  -0.3373
O (5.72112, -3.82380, 5.79418)  -0.3163
C (5.24495, -3.94695, 7.02856)  0.6753
O (5.76730, -3.48292, 8.02503)  -0.5235
O (4.03811, -4.66065, 6.94940)  -0.3243
H (3.38258, -5.85432, 5.35639)  0.2905
H (3.08460, -4.07756, 5.12540)  0.2514
H (5.11186, -4.07548, 4.04615)  0.2634
H (5.58592, -5.65380, 4.85798)  0.2639
C (-2.69972, 5.82691, -0.53983)  -0.2290
C (-2.02373, 4.98986, 0.58834)  -0.2379
O (-1.33844, 6.03580, 1.26175)  -0.3398
C (-1.50321, 7.26935, 0.69910)  0.6801
O (-1.06184, 8.31992, 1.16425)  -0.5410
O (-2.20292, 7.08013, -0.44452)  -0.3357
H (-3.75678, 5.64325, -0.34756)  0.2428
H (-2.50930, 5.40854, -1.52816)  0.2759
H (-1.31184, 4.26086, 0.20122)  0.2345
H (-2.72294, 4.39348, 1.17445)  0.2508
C (7.06559, 0.72697, -5.91962)  -0.2653
C (8.00663, 0.46134, -4.79017)  -0.2369
O (8.46408, 1.70039, -4.54602)  -0.3410
C (8.26531, 2.60724, -5.60125)  0.6612
O (8.78945, 3.71111, -5.74089)  -0.5236
O (7.38540, 2.01450, -6.44050)  -0.3155
H (6.07004, 0.47764, -5.55244)  0.2754
H (7.31392, 0.02675, -6.71719)  0.2524
H (8.84239, -0.17598, -5.07900)  0.2176
H (7.50202, -0.01767, -3.95111)  0.2758
C (4.19752, 7.80063, -2.20738)  -0.3267
C (4.35697, 8.28587, -3.62606)  -0.2712
O (3.85632, 7.16933, -4.36433)  -0.3122
C (3.11261, 6.42887, -3.57624)  0.6994
O (2.39605, 5.51269, -3.93051)  -0.5985
O (3.26334, 6.74938, -2.26896)  -0.3028
H (3.82853, 8.66667, -1.65790)  0.2583
H (5.03216, 7.33890, -1.67988)  0.2914
H (5.42257, 8.44224, -3.79381)  0.2769
H (3.80098, 9.20945, -3.78733)  0.2852
C (-4.93468, 1.91887, 5.79167)  -0.6335
O (-4.15496, 0.70361, 5.74044)  -0.2929
C (-4.72533, -0.44512, 5.33430)  0.7734
O (-5.88584, -0.61256, 4.92403)  -0.5854
O (-3.67704, -1.23292, 5.16251)  -0.2814
C (-3.85385, -2.35146, 4.26593)  -0.7170
H (-5.43982, 1.95231, 6.75697)  0.2837
H (-5.68046, 2.05068, 5.00775)  0.3129
H (-4.18134, 2.70129, 5.70005)  0.2325
H (-4.49276, -2.16678, 3.40235)  0.3060
H (-4.37527, -3.11135, 4.84798)  0.3038
H (-2.97614, -2.97142, 4.08319)  0.2981
C (-0.23993, -10.45595, 0.72826)  -0.6207
O (-1.26018, -10.90021, 1.61915)  -0.2705
C (-2.60178, -10.81117, 1.25914)  0.7656
O (-3.09083, -10.32984, 0.19553)  -0.6228
O (-3.28162, -11.44330, 2.14583)  -0.2713
C (-4.72877, -11.46988, 2.13227)  -0.6764
H (-0.31272, -10.93454, -0.24835)  0.2731
H (0.72746, -10.50894, 1.22770)  0.2567
H (-0.29513, -9.38516, 0.53215)  0.2845
H (-5.26111, -10.52241, 2.21603)  0.3053
H (-5.17971, -12.05044, 2.93706)  0.2815
H (-5.14741, -11.92467, 1.23449)  0.2953
C (-7.82114, 2.85731, -7.76325)  -0.7018
O (-8.34616, 2.18256, -6.67986)  -0.2950
C (-7.58574, 1.98481, -5.62365)  0.8395
O (-6.37590, 2.07282, -5.58351)  -0.6002
O (-8.34395, 1.66150, -4.62096)  -0.3105
C (-7.77383, 1.25689, -3.36270)  -0.6174
H (-6.79146, 2.65614, -8.05885)  0.2907
H (-7.87541, 3.93677, -7.62210)  0.3214
H (-8.57424, 2.75846, -8.54502)  0.2623
H (-7.41028, 2.15308, -2.85993)  0.2806
H (-6.95641, 0.55127, -3.51110)  0.3045
H (-8.53669, 0.75138, -2.77058)  0.2260

Entry 2:
A cluster of 2 separate species, C4H9O in total at a distorted geometry. Source: the OMol25 dataset; level of theory: ωB97M-V/def2-TZVPD.

Values from the calculation:
**Total charge**: -1
**Strongest force on any atom**: 1.53 eV Å⁻¹
**Energy relative to the best compared isomer or geometry (same formula, charge and spin)**: 123.5 kJ/mol
**HOMO level**: -1.9852 eV
**Electronic energy**: -232.97191 hartree

Last column: natural (NBO) charge in e.
Element x y z (Å)
C (1.38467, 1.55142, 0.10021)  -0.1842
O (1.98104, 0.69874, -0.73008)  -0.9680
H (1.03535, 1.09950, 1.07226)  0.0618
H (0.44386, 2.09548, -0.23500)  0.0420
H (2.01655, 2.42116, 0.39601)  0.0734
C (-1.98792, -0.13391, 0.75148)  -0.6538
C (-0.83454, -0.58034, -0.12164)  -0.1382
C (-0.51189, -1.86331, -0.22429)  -0.4461
H (-1.65478, 0.10833, 1.76090)  0.2142
H (-2.73419, -0.93244, 0.82675)  0.1865
H (-2.47497, 0.72699, 0.28954)  0.2009
H (-0.45673, 0.12701, -0.84674)  0.2415
H (0.39377, -2.13623, -0.75582)  0.2108
H (-1.11950, -2.65796, 0.19306)  0.1591

Entry 3:
A structure of composition C16H21BrGeINPtS. Source: the OMol25 dataset; level of theory: ωB97M-V/def2-TZVPD.

Values from the calculation:
**Total charge**: -2
**Strongest force on any atom**: 0.17 eV Å⁻¹
**Energy relative to the best compared isomer or geometry (same formula, charge and spin)**: 0.0 kJ/mol
**HOMO level**: -1.3288 eV
**Electronic energy**: -6143.21166 hartree

Last column: natural (NBO) charge in e.
Element x y z (Å)
Pt (2.35592, 0.44916, -0.89214)  0.2596
C (-1.60168, -3.22004, 0.20788)  -0.6338
C (-1.32520, -1.89925, -0.44810)  -0.0487
C (-2.35617, -1.14640, -1.01056)  -0.1633
C (-2.05714, 0.07352, -1.58277)  -0.2672
C (-0.73830, 0.50532, -1.57132)  0.1542
Br (-0.32355, 2.18229, -2.34840)  0.0453
N (0.25694, -0.18304, -1.04484)  -0.4794
C (-0.04764, -1.37561, -0.50211)  0.0590
H (-2.17855, -3.86694, -0.45481)  0.2271
H (-2.20034, -3.08398, 1.11176)  0.2425
H (-0.67252, -3.72415, 0.47687)  0.2026
H (-3.37861, -1.52179, -1.01060)  0.2656
H (-2.82291, 0.68725, -2.03384)  0.2255
H (0.79934, -1.91483, -0.09769)  0.2135
I (2.67415, -1.11499, -3.10056)  -0.6769
S (-5.78256, -2.53447, -0.75166)  -0.5361
C (-5.10996, -2.65213, 0.84745)  -0.1318
C (-5.00025, -3.87578, 1.53871)  -0.2723
C (-4.40259, -3.96123, 2.78708)  -0.2234
C (-3.88028, -2.83088, 3.41192)  -0.3013
C (-3.98699, -1.60786, 2.75569)  -0.2182
C (-4.59519, -1.52399, 1.51559)  -0.2793
H (-5.38455, -4.76716, 1.05706)  0.2042
H (-4.33116, -4.92766, 3.27688)  0.1875
H (-3.39454, -2.90281, 4.37759)  0.1912
H (-3.57874, -0.71518, 3.21745)  0.1967
H (-4.66914, -0.56554, 1.01561)  0.2109
C (3.15987, 3.92908, -2.00864)  -1.0966
Ge (4.31056, 3.12103, -0.64283)  1.5826
C (6.11421, 2.96956, -1.44436)  -1.0920
C (4.48733, 4.44806, 0.82224)  -1.0907
C (3.66479, 1.41991, -0.00588)  -1.0654
H (3.60185, 4.83964, -2.42227)  0.1988
H (2.18570, 4.16490, -1.57839)  0.2275
H (3.00107, 3.20435, -2.80820)  0.2457
H (6.46128, 3.93644, -1.81873)  0.2024
H (6.08335, 2.26085, -2.27312)  0.2321
H (6.83262, 2.60196, -0.70879)  0.2104
H (4.85476, 5.40585, 0.44450)  0.2038
H (5.18289, 4.08721, 1.58305)  0.2103
H (3.51845, 4.61182, 1.29706)  0.2205
H (4.27350, 1.01751, 0.81621)  0.1569

Entry 4:
A structure of composition C12H3Cl6O2STl at a distorted geometry. Source: the OMol25 dataset; level of theory: ωB97M-V/def2-TZVPD.

Values from the calculation:
**Total charge**: -2
**Strongest force on any atom**: 2.54 eV Å⁻¹
**Energy relative to the best compared isomer or geometry (same formula, charge and spin)**: 0.0 kJ/mol
**HOMO level**: -0.8451 eV
**Electronic energy**: -3941.48336 hartree

Last column: natural (NBO) charge in e.
Element x y z (Å)
Tl (-0.45932, 2.23290, -1.14023)  0.7866
Cl (-0.46824, 3.95967, 5.80691)  -0.0352
C (-0.88745, 3.28898, 4.27860)  -0.1414
C (-2.19493, 2.80949, 4.06213)  -0.1071
Cl (-3.40979, 3.14035, 5.28812)  -0.0583
C (-2.48788, 2.08579, 2.93275)  -0.1936
Cl (-3.85110, 1.07399, 2.73558)  -0.0135
C (-1.54282, 2.06810, 1.85083)  0.2757
O (-1.83206, 1.46844, 0.76114)  -0.8219
C (-0.25787, 2.70070, 1.98352)  0.3490
O (0.51362, 2.63704, 0.99937)  -0.8507
C (0.07572, 3.27528, 3.23963)  -0.2151
Cl (1.64132, 3.95898, 3.39237)  -0.0263
Cl (0.92269, -1.06159, -0.61001)  0.0263
C (1.16449, -2.07040, -1.96270)  -0.0986
C (1.85580, -3.26919, -1.70292)  -0.2302
C (2.06848, -4.16309, -2.75388)  -0.2932
C (1.55883, -3.86868, -4.02892)  -0.2458
C (0.79439, -2.74071, -4.25287)  -0.0986
Cl (0.20372, -2.48404, -5.83859)  -0.0209
C (0.58811, -1.75118, -3.25580)  -0.2158
S (-0.30668, -0.38556, -3.55946)  -0.3804
H (2.20801, -3.36724, -0.70371)  0.2111
H (2.63335, -5.04727, -2.62231)  0.1919
H (1.46961, -4.49075, -4.89957)  0.2060

Entry 5:
A cluster of 2 separate species, C14H12N2O8PS2 in total at a distorted geometry. Source: the OMol25 dataset; level of theory: ωB97M-V/def2-TZVPD.

Values from the calculation:
**Total charge**: +1
**Strongest force on any atom**: 7.09 eV Å⁻¹
**HOMO level**: -12.1809 eV
**Electronic energy**: -2389.33340 hartree

Last column: natural (NBO) charge in e.
Element x y z (Å)
C (-3.91407, -1.59174, -0.94096)  -0.0581
C (-3.12905, -0.71934, -1.56174)  -0.1645
C (-1.78326, 0.09406, -1.92073)  0.1969
N (-0.78758, -0.54432, -2.79279)  -0.4829
C (0.49005, 0.05786, -3.16789)  0.1084
C (0.89928, 1.52122, -2.66408)  -0.4143
P (2.55855, 2.18358, -3.28215)  1.6653
O (2.40429, 2.81002, -4.89530)  -0.9413
O (3.59218, 0.78563, -3.46172)  -0.9442
S (3.46989, 3.37789, -2.06383)  -0.4176
C (-0.12891, 2.27587, -1.73508)  0.0237
C (0.18124, 3.76329, -1.20770)  0.7616
O (-0.14045, 4.83465, -1.80578)  -0.4479
O (0.92950, 3.87516, 0.02625)  -0.6128
S (0.35701, 2.80613, 1.21697)  0.3064
C (-1.49385, 1.54226, -1.36147)  0.2031
N (-2.51379, 2.18650, -0.48949)  -0.8242
H (-4.57724, -2.36383, -0.39838)  0.3121
H (-0.99484, -1.49378, -3.18028)  0.4652
H (1.19415, -0.53459, -3.87824)  0.2879
H (3.25900, 2.63569, -5.39003)  0.5269
H (3.37768, 0.23864, -2.64978)  0.4979
H (0.96819, 1.56399, 0.98572)  0.1375
H (-2.79188, 1.54893, 0.28176)  0.4033
H (-3.34646, 2.34953, -1.10553)  0.4033
C (-1.13480, -3.04456, 3.38255)  -0.3317
C (-0.89678, -2.13372, 2.43789)  0.2780
C (0.40184, -1.40527, 2.37120)  0.4928
O (0.59378, -0.58881, 1.47898)  -0.5970
C (1.40856, -1.69842, 3.39585)  -0.3801
C (1.17012, -2.60799, 4.34459)  0.3262
C (-0.11770, -3.35615, 4.39499)  0.4646
O (-0.29661, -4.19260, 5.26264)  -0.4833
O (2.09838, -2.88714, 5.30471)  -0.6164
O (-1.83816, -1.83227, 1.48935)  -0.6525
H (-2.07235, -3.58193, 3.44075)  0.2523
H (2.33976, -1.14968, 3.34617)  0.2534
H (1.69083, -3.57565, 5.86910)  0.5102
H (-1.42648, -1.14912, 0.92349)  0.4917

Entry 6:
A structure of composition C4H13NO at a distorted geometry. Source: the OMol25 dataset; level of theory: ωB97M-V/def2-TZVPD.

Values from the calculation:
**Total charge**: 0
**Strongest force on any atom**: 1.17 eV Å⁻¹
**Energy relative to the best compared isomer or geometry (same formula, charge and spin)**: 149.8 kJ/mol
**HOMO level**: -9.5960 eV
**Electronic energy**: -290.13990 hartree

Last column: natural (NBO) charge in e.
Element x y z (Å)
C (-1.24291, 0.57268, 0.14817)  0.3599
C (-1.67110, -0.16047, -1.08125)  -0.6780
C (-1.53151, 2.04665, 0.16299)  -0.6856
N (-0.66585, -0.07048, 1.06386)  -0.6772
H (1.84911, 0.58264, -1.94327)  -0.0381
H (0.52277, -1.34517, 0.41637)  0.4936
H (-0.39469, 0.47813, 1.87825)  0.3454
H (-1.12031, 0.22302, -1.94016)  0.2318
H (-0.96110, 2.52915, -0.63058)  0.2338
H (-1.25677, 2.49735, 1.11635)  0.2175
H (-2.58749, 2.23089, -0.02495)  0.2281
H (-2.72915, -0.01000, -1.25722)  0.2224
H (-1.46562, -1.22283, -0.97687)  0.2388
C (2.35645, -1.63799, 0.97993)  -0.2440
O (1.30908, -1.80621, 0.06538)  -0.7635
H (1.64061, -0.10248, -1.62822)  0.0284
H (3.22378, -2.16495, 0.58143)  0.1785
H (2.61560, -0.58054, 1.10865)  0.1507
H (2.10910, -2.05939, 1.96112)  0.1575